Entry 1:
The following is a quantum chemistry calculation of 2 unconnected molecules or ions with the total composition C6H9NO2S2 at a distorted geometry, from the OMol25 dataset.

Element x y z (Å)
1 C -0.28478 -2.96333 -0.22013
2 C -0.70139 -1.92080 -0.67298
3 C 0.32730 1.79564 -0.32746
4 C 1.65223 -0.22327 0.59684
5 C -1.14785 -0.67842 -1.04935
6 C 0.45845 0.66380 0.54117
7 N -0.37681 0.61227 1.63738
8 O -0.79600 2.52203 -0.07362
9 O 1.09010 2.12680 -1.22627
10 S 2.48632 -0.53931 -0.99663
11 S -2.63808 -0.01357 -0.44212
12 H 0.05965 -3.91377 0.05532
13 H 1.35937 -1.21194 0.96664
14 H 2.39829 0.19470 1.28082
15 H -0.79053 -0.22227 -1.95660
16 H -0.45502 -0.28775 2.08790
17 H -1.25543 1.10108 1.51661
18 H -0.83712 3.25461 -0.70086
19 H 2.36501 0.71487 -1.42544
20 H -2.91373 -1.01139 0.40877

The orbital gap (alpha / beta) is 6.929 / 7.262 eV. The relative energy (zero: lowest compared OMol25 entry of this formula, charge and spin) is 59.53 kcal/mol. The calculation puts the strongest force on any atom at 1.37 eV/A. As for the total charge: 0. The highest occupied orbital energy (alpha / beta) is -7.54 / -7.60 eV.

Results of the Mulliken charge analysis, in e, for atoms 1 through 5:
1 C -0.059
2 C -0.295
3 C 0.628
4 C -0.982
5 C -0.408

Entry 2:
The following is a quantum chemistry calculation of 4 unconnected molecules or ions with the total composition C21H36N2O11P at a distorted geometry, from the OMol25 dataset.

Element x y z (Å)
1 C -4.33500 -3.80825 2.84170
2 C -5.15288 -2.67600 2.21090
3 P -4.32928 -2.13624 0.65090
4 C -5.52782 -2.29503 -0.73850
5 C -5.42733 -3.71290 -1.32946
6 C -3.82392 -0.32954 0.79176
7 C -3.94269 0.11597 2.15343
8 N -4.11209 0.34979 3.25850
9 C -2.39451 -0.17300 0.22934
10 C -2.40582 -0.67966 -1.12866
11 N -2.44399 -1.01358 -2.21998
12 C -1.89417 1.30989 0.20268
13 O -2.46828 2.09783 0.98061
14 O -0.93102 1.50460 -0.60531
15 H -3.28817 -3.52774 2.86032
16 H -4.69324 -4.05875 3.83263
17 H -4.39317 -4.66701 2.18190
18 H -5.33329 -1.86688 2.91055
19 H -6.12552 -3.08443 1.93731
20 H -6.55286 -2.14818 -0.40445
21 H -5.31329 -1.54382 -1.48668
22 H -5.41181 -3.69805 -2.41159
23 H -4.49231 -4.16266 -1.00782
24 H -6.22027 -4.34830 -0.95215
25 H -4.48147 0.26621 0.16487
26 H -1.72459 -0.78431 0.82402
27 C -0.18467 3.80958 2.95233
28 C 0.30223 4.36144 1.63467
29 O 1.60815 4.98315 1.75844
30 C 2.63989 4.16263 1.83644
31 O 2.62326 2.96070 1.79808
32 O 3.75411 4.90645 1.96784
33 C 4.93661 4.12767 2.11620
34 H -0.16871 4.57501 3.73296
35 H -1.20137 3.43585 2.83256
36 H 0.44559 2.98505 3.28467
37 H -0.35354 5.15750 1.29096
38 H 0.31869 3.59067 0.86468
39 H 5.04107 3.41003 1.30499
40 H 4.92330 3.60658 3.07237
41 H 5.77645 4.81757 2.09406
42 C 4.71882 0.70434 3.78583
43 C 4.94910 -0.42716 4.76209
44 O 5.95479 -1.34719 4.29770
45 C 7.21011 -0.94194 4.43319
46 O 7.58440 0.08609 4.93563
47 O 8.00762 -1.89204 3.93394
48 C 9.39602 -1.56467 3.96191
49 H 4.48307 0.31453 2.79585
50 H 3.89222 1.33189 4.11644
51 H 5.60852 1.32600 3.69170
52 H 4.04540 -1.02362 4.86544
53 H 5.22028 -0.05837 5.75107
54 H 9.71140 -1.28250 4.96382
55 H 9.60832 -0.75581 3.26444
56 H 9.92793 -2.45936 3.65138
57 C -2.78218 0.03519 -5.44565
58 C -1.64825 -0.94178 -5.63456
59 O -1.64229 -1.51830 -6.96263
60 C -1.16766 -0.74919 -7.92798
61 O -0.70900 0.35755 -7.81691
62 O -1.25962 -1.42893 -9.08232
63 C -0.82908 -0.69269 -10.22399
64 H -3.73605 -0.43727 -5.68863
65 H -2.80660 0.36832 -4.41050
66 H -2.67016 0.90720 -6.09027
67 H -1.76688 -1.78312 -4.95736
68 H -0.68319 -0.48243 -5.42818
69 H 0.17594 -0.30156 -10.08212
70 H -1.51813 0.12533 -10.43052
71 H -0.83370 -1.38902 -11.05829

The orbital gap is 7.802 eV. The calculation puts the strongest force on any atom at 2.21 eV/A. As for the total charge: -1. The highest occupied orbital energy is -5.59 eV.

Results of the Mulliken charge analysis, in e, for atoms 1 through 5:
1 C -1.213
2 C -0.652
3 P -0.247
4 C -0.594
5 C -1.179

Entry 3:
The following is a quantum chemistry calculation of 2 unconnected molecules or ions with the total composition C4H10N2O2 at a distorted geometry, from the OMol25 dataset.

Element x y z (Å)
1 C -1.24234 1.59598 0.34587
2 C -0.07184 1.77110 1.23754
3 N -0.11811 2.84525 2.07662
4 O 0.83944 0.96893 1.44676
5 H -2.06940 2.28050 0.69805
6 H -1.53641 0.52954 0.30940
7 H -1.04357 1.74478 -0.71433
8 H 0.58481 2.78727 2.78073
9 H -0.84639 3.52959 2.17269
10 C 1.43961 -1.30243 -0.91832
11 C 0.18299 -1.86328 -1.52178
12 N -0.11310 -3.22534 -1.30656
13 O -0.66066 -1.08152 -1.88326
14 H 1.20187 -0.87485 0.03514
15 H 1.68671 -0.42531 -1.65761
16 H 2.34135 -1.91092 -0.76923
17 H -1.04038 -3.50715 -1.54408
18 H 0.46541 -3.86214 -0.78762

The SMILES is CC(N)=O.CC(N)=O. The orbital gap is 10.662 eV. The relative energy (zero: lowest compared OMol25 entry of this formula, charge and spin) is 21.01 kcal/mol. The calculation puts the strongest force on any atom at 3.06 eV/A. As for the total charge: 0. The highest occupied orbital energy is -9.75 eV.

Results of the Mulliken charge analysis, in e, for atoms 1 through 5:
1 C -0.735
2 C 0.702
3 N -0.427
4 O -0.650
5 H 0.257